ORCA calculation (wB97M-V/def2-TZVPD) on C18H23N5O4STi as an isolated structure at a distorted geometry.

```
52
Properties=species:S:1:pos:R:3:forces:R:3:mulliken_charge:R:1
Ti 0.041 0.824 0.240 -0.181 1.816 -0.096 -0.147
C 1.563 -1.181 -3.271 -0.081 -0.087 -0.069 -1.758
C 0.796 -0.702 -2.096 -0.087 -0.227 0.116 0.753
N 1.022 0.421 -1.496 0.595 -0.051 -0.602 1.592
N 2.085 1.189 -1.921 -0.499 -0.181 0.234 -1.406
C 2.057 2.395 -1.401 0.196 0.134 -0.157 0.643
N 3.065 3.215 -1.693 -0.094 0.010 0.034 -0.390
S 0.747 3.037 -0.421 -0.079 -0.599 -0.138 -0.352
C -0.287 -1.520 -1.488 0.286 0.227 -0.111 0.520
C -0.773 -2.674 -2.053 -0.095 -0.250 -0.035 -0.786
C -1.758 -3.391 -1.376 0.062 -0.027 -0.141 -0.558
C -2.221 -2.930 -0.159 -0.042 0.030 0.095 -1.032
C -1.703 -1.748 0.341 0.047 0.045 -0.061 -0.285
N -0.764 -1.060 -0.311 0.183 -0.043 -0.046 0.673
H 2.454 -0.581 -3.417 0.009 0.020 0.013 0.417
H 0.942 -1.105 -4.170 0.019 -0.014 0.016 0.353
H 1.835 -2.230 -3.147 -0.001 0.017 -0.005 0.440
H 3.791 2.899 -2.316 0.015 0.005 -0.004 0.248
H 3.087 4.160 -1.354 0.003 0.010 0.016 0.219
H -0.387 -3.018 -3.002 -0.024 -0.023 0.008 0.583
H -2.151 -4.306 -1.800 0.015 0.015 0.000 0.467
H -2.972 -3.466 0.405 0.006 -0.012 -0.022 0.472
H -2.037 -1.338 1.285 -0.011 -0.010 0.022 0.609
C 3.780 -0.698 2.569 0.062 -0.003 0.032 -1.633
C 2.356 -1.226 2.417 0.082 0.155 -0.144 1.613
C 2.011 -2.279 3.451 0.016 -0.085 0.085 -1.674
O 2.125 -1.718 1.090 -0.065 0.054 -0.038 -0.420
C 1.395 -0.048 2.532 0.035 0.329 -0.377 0.286
O 0.666 0.183 3.456 -0.210 0.065 0.092 -0.661
O 1.368 0.788 1.429 0.152 -1.258 0.826 -0.346
H 4.476 -1.538 2.514 -0.017 0.027 -0.020 0.472
H 3.922 -0.219 3.538 -0.023 -0.022 -0.006 0.417
H 4.019 0.015 1.781 -0.019 0.002 -0.002 0.378
H 2.762 -3.068 3.413 -0.036 -0.018 -0.003 0.419
H 1.035 -2.715 3.245 -0.006 0.016 -0.003 0.345
H 2.000 -1.867 4.459 0.041 0.037 -0.023 0.375
H 2.875 -2.265 0.828 0.019 -0.001 0.064 0.306
O -1.198 1.103 1.823 -0.212 0.024 0.018 -0.206
C -2.488 1.760 1.779 0.356 -0.171 0.135 -0.641
C -2.827 1.924 0.326 0.049 -0.029 -0.014 0.520
C -4.048 2.430 -0.078 -0.052 0.026 0.004 -0.959
C -4.284 2.584 -1.432 -0.080 0.031 -0.038 -0.327
C -3.293 2.232 -2.341 -0.041 0.021 -0.041 -0.997
C -2.104 1.740 -1.863 0.069 -0.044 0.102 -0.304
N -1.871 1.578 -0.547 -0.182 -0.013 0.196 0.669
H -0.749 1.032 2.704 -0.056 -0.002 0.105 0.237
H -2.395 2.722 2.280 -0.071 0.065 -0.005 0.453
H -3.216 1.146 2.305 -0.074 -0.005 -0.002 0.464
H -4.795 2.703 0.656 0.015 -0.003 -0.014 0.524
H -5.229 2.982 -1.779 0.012 -0.006 0.007 0.448
H -3.434 2.348 -3.406 -0.027 0.007 0.013 0.457
H -1.293 1.481 -2.529 0.021 -0.004 -0.015 0.509
```
Forces are in eV/Å.

The net charge is +2. The calculation puts the frontier orbital gap at 6.922 eV. The spin multiplicity is 1. For the energy above the lowest of the compared OMol25 structures with the same formula, charge and spin, the calculation gives 9.7 kcal per mole. The calculation puts the HOMO energy at -0.5347 hartree.

=====

ORCA calculation (wB97M-V/def2-TZVPD) on C17H31F5IrP2 as an isolated structure at a distorted geometry.

```
56
Properties=species:S:1:pos:R:3:forces:R:3:lowdin_spin:R:1
P 0.625 2.265 -1.544 1.691 2.464 -2.075 0.028
P 2.081 -1.280 -0.523 3.811 -2.231 -2.805 0.196
C 2.265 1.471 -1.702 0.202 -0.423 0.175 0.007
C 2.433 -0.061 -1.881 -0.208 1.080 -0.302 0.000
H 2.898 1.843 -0.881 -0.181 -0.074 -0.285 0.001
H 2.645 1.942 -2.619 -0.018 -0.012 0.119 0.001
H 1.919 -0.393 -2.806 0.118 0.024 0.662 0.000
H 3.502 -0.189 -2.126 -0.258 -0.310 0.463 0.000
C 3.578 -1.261 0.574 1.025 0.031 0.322 0.113
H 3.379 -1.879 1.463 0.183 0.155 -0.476 0.001
H 3.752 -0.232 0.920 -0.124 -0.252 -0.023 0.001
H 4.495 -1.630 0.110 -0.148 0.037 -0.284 0.015
C 2.531 -2.752 -1.568 0.138 -0.511 -0.382 0.075
H 3.600 -2.765 -1.835 -0.291 0.224 0.292 0.005
H 1.981 -2.739 -2.523 -0.098 0.057 0.443 0.001
H 2.309 -3.701 -1.063 0.016 0.304 -0.002 0.000
C 1.040 3.984 -1.227 0.460 0.165 0.097 0.009
H 0.138 4.567 -1.005 0.195 -0.169 -0.075 0.000
H 1.513 4.388 -2.130 -0.005 0.046 0.273 0.001
H 1.744 4.059 -0.388 -0.193 0.112 -0.131 0.000
C -0.099 2.300 -3.211 -0.040 -0.239 -0.001 0.033
H -0.007 1.308 -3.674 -0.117 0.318 -0.014 0.002
H 0.421 3.041 -3.823 0.079 -0.082 0.043 0.006
H -1.166 2.566 -3.150 0.458 -0.023 -0.074 0.007
Ir -3.344 -0.364 3.048 -1.400 2.403 0.380 2.081
C 0.435 -1.780 0.090 -0.576 0.475 0.632 0.173
C 1.200 -0.904 1.037 -3.583 0.198 2.252 0.301
C 0.999 0.592 1.159 0.385 0.449 -0.215 0.039
C -0.370 1.284 1.010 0.248 0.265 -0.312 0.066
C -0.640 1.818 -0.464 -1.768 -1.168 2.204 0.069
C -1.369 0.903 -1.372 -2.043 -0.117 1.196 0.608
C -0.821 -0.399 -1.658 0.289 -1.235 -0.735 0.090
C -0.919 -1.501 -0.529 0.329 0.935 -0.190 0.088
C -4.308 0.724 1.705 -0.274 0.793 -2.050 0.271
H 0.555 -2.839 0.278 0.188 -0.157 0.425 0.005
H 1.506 -1.381 1.972 0.155 0.093 -0.484 0.010
H 1.637 1.014 0.353 -0.178 0.250 1.143 0.011
H 1.435 0.882 2.130 -0.019 -0.076 -0.497 0.002
H -1.231 0.683 1.359 0.441 0.232 -0.266 0.025
H -0.329 2.173 1.663 -0.087 -0.350 -0.274 0.005
H -1.209 2.740 -0.287 0.043 -0.078 -0.490 0.000
H -2.408 1.098 -1.589 -0.103 0.116 -0.034 0.024
H 0.259 -0.230 -1.886 -0.915 -0.563 -0.022 0.009
H -1.298 -0.827 -2.570 0.410 0.382 0.513 0.005
H -1.643 -1.241 0.285 0.438 -0.315 -0.807 0.013
H -1.193 -2.424 -1.025 -0.416 -0.093 0.140 0.003
H -4.912 0.054 1.066 0.143 0.223 0.124 0.034
H -3.620 1.278 1.048 -0.394 0.256 0.035 0.032
H -4.971 1.396 2.266 0.087 0.043 -0.067 0.049
F -1.927 -1.653 5.253 -0.321 -0.147 -1.331 0.066
C -2.317 -1.726 3.937 2.166 -1.830 0.576 0.222
F -1.324 -2.466 3.250 -0.758 0.719 0.866 0.029
C -3.610 -2.670 3.799 -0.059 -2.402 0.915 0.074
F -4.901 -2.267 4.127 1.876 0.094 -0.611 0.038
F -3.636 -3.171 2.521 -0.351 0.718 1.039 0.033
F -3.306 -3.649 4.634 -0.648 -0.803 -0.015 0.027
```
Forces are in eV/Å.

The net charge is +2. The calculation puts the frontier orbital gap (alpha / beta) at 8.333 / 6.315 eV. The spin multiplicity is 6. For the energy above the lowest of the compared OMol25 structures with the same formula, charge and spin, the calculation gives 42.8 kcal per mole. The calculation puts the HOMO energy (alpha / beta) at -0.5083 / -0.5291 hartree.

=====

ORCA calculation (wB97M-V/def2-TZVPD) on a 10-piece molecular cluster, C4H27NO10 overall at a distorted geometry.

```
42
Properties=species:S:1:pos:R:3:forces:R:3:mulliken_charge:R:1
C 1.917 0.326 -3.224 -0.160 0.606 0.496 -1.104
C 0.668 1.022 -2.630 -2.040 -2.539 -1.913 -0.476
N 0.375 0.617 -1.235 0.119 0.660 0.577 0.445
C 1.100 1.421 -0.212 1.744 -2.611 -1.284 -0.939
C 0.431 -0.724 -0.906 1.583 0.837 0.833 -0.181
O 1.192 -1.114 -0.021 -0.437 -0.084 0.087 -0.654
H 1.648 -0.157 -4.179 0.781 0.528 0.301 0.296
H 2.447 -0.357 -2.585 -0.862 -1.408 0.694 0.333
H 2.764 0.984 -3.156 0.316 1.081 -1.522 0.356
H -0.236 0.673 -3.254 1.627 0.356 1.159 0.296
H 0.620 2.071 -2.880 0.384 0.592 1.060 0.457
H 2.208 1.112 -0.368 -1.363 1.160 0.545 0.305
H 0.807 1.005 0.747 0.084 0.436 0.006 0.103
H 0.871 2.450 -0.351 0.088 0.678 0.004 0.463
H -0.173 -1.479 -1.362 -0.729 -0.006 -1.153 0.321
O 1.123 1.260 3.121 -0.573 -0.442 0.004 -0.559
H 1.480 1.142 4.003 0.375 0.202 -0.067 0.251
H 1.717 1.755 2.552 0.396 -0.023 0.292 0.323
O 2.392 -3.149 2.973 0.687 0.434 0.106 -0.632
H 2.654 -2.546 2.265 0.329 -0.209 -0.038 0.324
H 2.047 -2.521 3.617 -0.176 -0.274 0.201 0.316
O 0.109 -2.914 1.779 0.879 -0.498 -1.083 -0.679
H 0.937 -2.599 1.353 -1.058 0.396 -0.015 0.288
H 0.338 -3.849 1.813 -0.480 -0.173 0.576 0.342
O -1.336 -0.864 2.448 0.482 -0.103 -0.165 -0.679
H -0.906 -0.009 2.515 0.000 0.114 0.195 0.308
H -0.581 -1.496 2.389 -0.744 0.172 0.085 0.429
O -1.841 -0.269 -3.369 -0.329 -1.138 -0.261 -0.674
H -1.701 -1.232 -3.489 -0.361 0.852 0.165 0.303
H -2.434 -0.173 -2.614 -0.081 -0.145 0.056 0.327
O -2.465 -3.032 0.064 1.455 0.835 1.076 -0.647
H -1.657 -3.073 -0.462 -0.226 -0.517 -0.441 0.321
H -2.051 -2.482 0.789 -1.003 -0.924 -0.516 0.295
O -0.558 2.880 1.736 -0.448 0.840 -0.559 -0.603
H -0.619 1.971 2.025 0.164 0.090 0.398 0.302
H 0.024 3.348 2.343 -0.204 -0.339 0.138 0.316
O -1.071 4.123 -1.598 -0.120 0.046 0.246 -0.624
H -1.013 3.267 -1.159 -0.036 -0.066 0.000 0.302
H -1.621 4.636 -0.989 0.142 -0.053 -0.184 0.318
O -3.358 -0.445 0.246 -0.234 0.916 -0.557 -0.631
H -3.823 -1.094 0.776 0.216 -0.149 0.046 0.330
H -2.428 -0.484 0.489 -0.187 -0.130 0.412 0.313
```
Forces are in eV/Å.

Its SMILES is CCN(C)C=O.O.O.O.O.O.O.O.O.O. The calculation puts the frontier orbital gap at 9.362 eV. The spin multiplicity is 1. For the energy above the lowest of the compared OMol25 structures with the same formula, charge and spin, the calculation gives 72.6 kcal per mole. The calculation puts the HOMO energy at -0.3507 hartree.

=====

ORCA calculation (wB97M-V/def2-TZVPD) on a 23-piece molecular cluster, C15H65F3N3O25 overall at a distorted geometry.

```
111
Properties=species:S:1:pos:R:3:forces:R:3:mulliken_charge:R:1
C 0.886 -3.454 4.329 -0.125 0.408 0.095 -1.369
C 0.465 -2.308 3.358 0.493 -0.905 0.990 -0.185
N -0.669 -1.601 3.975 0.163 -0.185 -1.392 0.212
C -0.752 -0.196 3.600 -0.775 0.311 0.228 -1.520
C -1.133 0.070 2.103 0.457 0.296 0.009 0.098
C 0.013 0.617 1.272 -0.555 -0.824 -0.785 -0.099
C 0.192 0.115 -0.021 0.181 0.148 0.116 0.073
C 1.247 0.529 -0.845 -0.783 -0.595 0.111 -0.215
C 1.439 -0.066 -2.222 0.212 0.587 -0.502 -0.666
C 0.446 0.452 -3.296 0.146 -0.339 -0.246 -1.247
C -0.774 -0.452 -3.540 0.900 0.827 -0.517 0.887
F -0.967 -1.401 -2.582 -0.303 0.342 -0.173 -0.264
F -0.647 -1.110 -4.706 -0.319 -0.100 0.325 -0.305
F -1.906 0.287 -3.614 -0.039 -0.492 0.143 -0.251
C 2.106 1.465 -0.322 0.559 0.166 -0.586 -0.030
N 1.933 1.956 0.920 0.074 -0.136 0.134 0.564
C 2.923 2.922 1.398 1.322 0.680 0.696 -0.661
O 2.962 2.897 2.824 -0.974 -0.823 -0.612 -0.200
N 3.508 4.145 3.288 0.036 1.064 0.119 0.010
O 2.708 4.734 3.880 0.648 -0.285 0.003 -0.219
C 0.922 1.554 1.707 -0.273 0.139 0.810 -1.113
C -1.921 -2.302 3.843 -0.804 -0.299 1.038 0.421
C -2.249 -3.229 2.669 -0.116 0.002 0.270 -0.833
O -2.739 -2.177 4.732 0.456 0.328 -0.736 -0.585
H 1.954 -3.694 4.236 -0.363 -0.167 -0.212 0.418
H 0.731 -3.096 5.357 0.063 -0.071 -0.297 0.347
H 0.266 -4.351 4.210 0.279 0.156 -0.088 0.279
H 0.252 -2.745 2.367 0.089 0.424 0.078 0.158
H 1.333 -1.632 3.313 -0.444 0.053 -0.235 0.439
H 0.212 0.269 3.850 -0.242 -0.125 -0.057 0.745
H -1.513 0.289 4.229 0.280 -0.238 -0.080 0.220
H -1.456 -0.863 1.624 0.125 0.252 0.201 -0.291
H -1.990 0.757 2.013 0.353 -0.070 0.211 0.583
H -0.505 -0.642 -0.379 0.195 0.159 0.078 0.366
H 1.415 -1.165 -2.186 0.045 0.341 0.139 0.540
H 2.439 0.210 -2.573 -0.249 -0.187 0.138 0.252
H 0.081 1.472 -3.123 0.165 -0.262 0.206 0.478
H 1.015 0.477 -4.247 -0.462 -0.047 0.518 0.302
H 2.967 1.830 -0.886 -0.181 -0.136 0.180 0.659
H 2.690 3.949 1.078 -0.249 -0.406 -0.213 0.476
H 3.932 2.665 1.037 -0.527 -0.150 -0.310 0.476
H 0.852 1.976 2.708 0.205 0.010 -0.352 0.875
H -1.697 -4.180 2.698 0.060 0.436 -0.087 0.332
H -3.300 -3.509 2.762 0.303 0.189 0.118 0.395
H -2.144 -2.767 1.677 0.304 -0.176 0.289 0.162
O -3.874 -5.144 1.285 -0.037 -0.012 -0.184 -0.552
H -4.577 -5.713 1.615 0.035 -0.023 -0.017 0.259
H -3.814 -5.365 0.344 -0.174 -0.140 0.192 0.332
O -1.372 3.052 -4.783 0.381 -0.134 -0.102 -0.579
H -1.980 3.106 -5.527 -0.051 0.149 0.073 0.321
H -1.611 2.233 -4.342 -0.063 0.001 -0.121 0.250
O 6.610 2.799 4.499 0.008 -0.548 -0.379 -0.654
H 5.705 2.740 4.183 -0.025 0.010 0.109 0.307
H 6.516 2.880 5.454 0.124 0.372 -0.025 0.311
O -1.008 3.660 2.341 0.095 0.049 -0.063 -0.556
H -0.242 3.906 1.814 -0.084 0.168 -0.026 0.284
H -1.651 4.354 2.149 -0.081 -0.054 0.091 0.303
O 0.367 4.909 5.592 0.186 -0.248 0.156 -0.631
H 1.222 4.868 5.150 -0.421 0.042 0.026 0.408
H -0.257 5.065 4.873 -0.043 -0.059 0.025 0.311
O -4.023 3.179 -3.460 -0.307 -0.132 0.095 -0.610
H -4.634 2.895 -4.156 -0.038 0.109 -0.169 0.336
H -3.420 2.441 -3.360 -0.025 0.014 0.106 0.316
O 0.062 -3.537 -0.890 0.243 0.168 0.204 -0.572
H -0.364 -2.856 -1.414 0.041 -0.181 0.041 0.389
H 0.035 -4.325 -1.445 -0.101 0.004 0.028 0.303
O 2.741 -0.148 -5.495 -0.083 -0.241 0.010 -0.595
H 2.143 -0.426 -6.197 0.027 0.126 -0.053 0.309
H 3.347 -0.901 -5.390 0.161 0.143 0.123 0.341
O 4.156 -0.861 -1.362 0.049 0.152 0.296 -0.574
H 3.613 -1.125 -0.610 0.092 -0.270 -0.042 0.275
H 4.804 -0.257 -0.979 0.113 -0.040 -0.145 0.318
O -1.674 -4.329 -3.080 -0.138 -0.102 -0.153 -0.620
H -1.970 -4.470 -3.986 0.073 -0.109 -0.011 0.300
H -1.560 -3.377 -3.023 -0.139 0.038 -0.038 0.323
O 4.920 -1.991 -4.973 0.042 0.021 -0.128 -0.658
H 5.705 -1.676 -4.512 -0.049 -0.037 0.083 0.314
H 5.267 -2.409 -5.769 -0.038 -0.031 0.014 0.308
O 4.809 1.656 -2.877 -0.248 0.057 0.101 -0.624
H 4.376 2.344 -3.395 0.146 0.006 -0.090 0.323
H 4.782 0.880 -3.449 -0.055 -0.002 0.015 0.273
O -4.187 -6.416 -1.281 0.075 0.053 -0.358 -0.740
H -3.583 -6.039 -1.934 0.098 0.027 0.056 0.328
H -5.021 -6.509 -1.757 -0.047 -0.034 0.125 0.312
O 7.495 4.939 2.646 -0.260 -0.150 -0.160 -0.611
H 6.925 5.026 1.877 0.121 0.084 -0.053 0.280
H 7.249 4.088 3.040 0.175 0.158 0.330 0.341
O 3.042 4.199 7.420 0.006 -0.069 -0.244 -0.644
H 2.284 3.736 7.794 0.031 0.053 0.116 0.329
H 2.857 4.208 6.476 -0.305 -0.054 0.074 0.249
O -5.876 2.859 -5.782 0.058 0.154 -0.064 -0.645
H -5.896 2.610 -6.716 -0.089 -0.280 0.069 0.284
H -6.262 3.742 -5.767 -0.030 -0.028 0.114 0.325
O 0.145 7.336 4.482 0.282 0.262 -0.042 -0.615
H 0.467 8.243 4.467 -0.139 0.029 -0.103 0.293
H 0.469 6.979 5.319 -0.176 -0.074 0.024 0.349
O 5.532 4.923 6.022 -0.547 -0.082 -0.143 -0.521
H 5.340 5.723 5.523 0.269 0.050 0.006 0.284
H 4.683 4.674 6.412 0.390 0.152 0.465 0.335
O -7.560 2.219 -2.923 0.168 -0.059 -0.011 -0.631
H -6.773 2.560 -2.484 -0.030 0.036 0.002 0.326
H -7.218 1.806 -3.724 -0.066 0.090 -0.062 0.315
O -6.472 0.808 -8.079 0.116 -0.047 -0.005 -0.608
H -7.082 0.524 -8.767 -0.051 0.119 0.016 0.312
H -5.864 0.068 -7.984 0.000 0.024 0.029 0.302
O -2.987 -9.170 -1.038 0.307 0.156 0.182 -0.678
H -2.897 -9.373 -1.975 0.002 0.008 0.008 0.341
H -3.407 -8.300 -1.026 -0.031 -0.002 0.074 0.392
O -4.497 -10.459 -2.723 -0.397 -0.362 -0.159 -0.644
H -4.373 -10.735 -1.807 0.041 0.205 0.044 0.343
H -5.210 -11.017 -3.050 0.081 0.012 -0.134 0.293
```
Forces are in eV/Å.

The net charge is +1. The calculation puts the frontier orbital gap at 6.718 eV. The spin multiplicity is 1. The calculation puts the HOMO energy at -0.4117 hartree.

=====

- spin multiplicity of number 4 (C15H65F3N3O25)?
  1